This record from the Open Molecules 2025 dataset describes C23H26F6GaN6O6S3 as an isolated structure in a non-equilibrium geometry. The level of theory is ωB97M-V/def2-TZVPD.

```
! wB97M-V def2-TZVPD RIJCOSX def2/J DEFGRID3
* xyz -1 1
Ga 0.00 -0.02 -0.13
F -2.14 3.45 0.42
C -2.49 3.61 -0.86
F -1.80 4.63 -1.36
F -3.79 3.92 -0.90
S -2.14 2.10 -1.85
O -0.84 1.65 -1.39
O -2.25 2.55 -3.20
N -3.29 1.14 -1.40
S -3.07 -0.40 -1.13
O -4.23 -1.09 -0.65
O -1.71 -0.88 -0.75
C -3.02 -1.02 -2.87
F -3.04 -2.37 -2.84
F -4.08 -0.61 -3.56
F -1.92 -0.64 -3.50
S -0.86 -2.38 2.16
C -2.33 -3.04 1.77
N -2.56 -3.43 0.46
C -3.73 -3.89 0.01
C -4.75 -4.08 0.88
C -4.48 -3.72 2.22
N -3.35 -3.24 2.66
H -1.82 -3.18 -0.19
H -3.80 -4.08 -1.05
H -5.71 -4.45 0.57
H -5.25 -3.85 2.97
C 2.55 -2.35 1.40
C 2.88 -2.57 -0.08
C 1.72 -3.18 -0.86
C 3.49 -1.30 -0.65
C 4.88 -1.31 -0.76
C 5.61 -0.23 -1.23
C 4.90 0.90 -1.59
C 3.52 0.98 -1.49
C 2.87 2.28 -1.93
C 2.16 3.01 -0.80
C 1.97 2.12 -3.15
C 2.76 -0.14 -1.02
N 1.40 -0.07 -1.14
H 2.06 -3.22 1.84
H 1.89 -1.49 1.53
H 3.46 -2.14 1.96
H 3.68 -3.32 -0.11
H 0.79 -2.62 -0.72
H 1.55 -4.21 -0.52
H 1.93 -3.19 -1.93
H 5.41 -2.22 -0.46
H 6.68 -0.27 -1.31
H 5.43 1.77 -1.95
H 3.71 2.93 -2.24
H 1.32 2.42 -0.42
H 1.76 3.97 -1.15
H 2.84 3.20 0.04
H 1.11 1.50 -2.91
H 2.51 1.64 -3.97
H 1.62 3.09 -3.50
C 0.83 2.84 4.02
N -0.21 2.13 3.29
C -1.53 2.33 3.60
C -2.51 1.73 2.92
C -2.17 0.90 1.77
O -3.06 0.34 1.13
N -0.85 0.76 1.46
C 0.16 1.31 2.24
O 1.33 1.08 2.00
H 0.59 2.84 5.08
H 0.93 3.87 3.66
H 1.77 2.32 3.85
H -1.72 3.00 4.43
H -3.55 1.87 3.16
*
```

Calculated values
DFT total energy in eV: -146687.847
ΔE to the lowest compared entry with this formula, charge and spin in kcal/mol: 5.29
Max |F| in eV/Å: 1.308
Kohn-Sham gap in eV: 5.93
LUMO level in eV: 2.25

***

This record from the Open Molecules 2025 dataset describes one molecule with the formula C23H26FN3O3S. The level of theory is ωB97M-V/def2-TZVPD.

```
! wB97M-V def2-TZVPD RIJCOSX def2/J DEFGRID3
* xyz 0 1
C -6.37 -2.40 -1.52
O -5.03 -2.79 -1.71
C -4.10 -2.47 -0.78
C -2.80 -2.90 -1.06
C -1.74 -2.64 -0.21
C -1.94 -1.93 0.97
C -0.81 -1.62 1.89
S 0.56 -0.76 1.02
C -0.26 0.72 0.55
N -1.46 0.89 0.97
C -2.12 2.02 0.59
C -3.44 2.22 1.01
C -4.12 3.35 0.62
C -3.51 4.32 -0.18
C -2.21 4.14 -0.60
C -1.51 2.99 -0.22
C -0.13 2.80 -0.65
O 0.51 3.58 -1.33
N 0.44 1.59 -0.24
C 1.81 1.33 -0.63
C 2.80 1.82 0.43
C 4.23 1.43 0.04
N 4.35 0.00 -0.19
C 4.37 -0.78 1.04
C 4.35 -2.27 0.69
O 5.44 -2.62 -0.12
C 5.45 -1.85 -1.30
C 5.50 -0.36 -0.99
C -3.22 -1.50 1.27
C -4.28 -1.76 0.41
F -5.50 -1.30 0.79
H -6.81 -2.84 -0.62
H -6.90 -2.77 -2.40
H -6.48 -1.31 -1.48
H -2.65 -3.44 -1.98
H -0.75 -2.98 -0.47
H -1.12 -0.98 2.71
H -0.34 -2.53 2.27
H -3.91 1.47 1.62
H -5.14 3.50 0.94
H -4.06 5.20 -0.47
H -1.71 4.87 -1.22
H 1.95 0.26 -0.79
H 1.98 1.86 -1.57
H 2.75 2.91 0.50
H 2.54 1.40 1.40
H 4.93 1.78 0.82
H 4.48 1.93 -0.90
H 3.48 -0.55 1.63
H 5.27 -0.56 1.64
H 4.42 -2.88 1.59
H 3.40 -2.49 0.17
H 6.33 -2.16 -1.86
H 4.55 -2.07 -1.89
H 5.47 0.20 -1.93
H 6.45 -0.13 -0.47
H -3.42 -0.95 2.17
*
```

Calculated values
SMILES: COc1ccc(CSc2nc3ccccc3c(=O)n2CCCN2CCOCC2)cc1F
DFT total energy in eV: -48438.773
ΔE to the lowest compared entry with this formula, charge and spin in kcal/mol: 25.97
Max |F| in eV/Å: 0.757
Kohn-Sham gap in eV: 8.91
LUMO level in eV: 0.57

***

> What is the formula in the second record?

C23H26FN3O3S

***

> Number 1 is which compound?

C23H26F6GaN6O6S3

***

> Among the records above, which one has the highest max |F|?

C23H26F6GaN6O6S3

***

> The highest Kohn-Sham gap belongs to which entry?

C23H26FN3O3S